The following is a quantum chemistry calculation of a molecular structure, C46H107N3O10V in a non-equilibrium geometry, from the Open Molecules 2025 dataset.

Geometry as XYZ:
```
167
Properties=species:S:1:pos:R:3:forces:R:3:mulliken_spin:R:1
V 2.123725 -0.208325 -2.959150 -2.2 1.8 3.6 2.4772
C 2.524705 3.410895 -0.294680 0.3 -1.2 2.0 -0.0070
C 3.125545 2.896025 -1.569080 0.1 0.3 -1.5 0.0720
O 2.797945 1.736285 -2.272050 -0.9 -2.4 -0.3 -0.4492
H 2.266385 4.468935 -0.338330 -0.4 -0.3 -0.1 -0.0007
H 3.358635 3.328765 0.402390 -0.1 0.3 0.4 -0.0046
H 1.785335 2.780325 0.199110 -0.5 0.2 -0.5 -0.0030
H 4.203985 2.933005 -1.415130 0.2 -0.1 -0.6 -0.0174
H 2.818235 3.697045 -2.241410 0.6 0.1 -0.9 -0.0934
C -0.638765 -0.951315 0.625970 0.1 0.1 -0.2 -0.0047
C -0.415375 0.078315 -0.484080 1.5 -1.2 -0.8 -0.0046
O 0.554075 -0.415925 -1.452760 0.8 0.1 -0.3 -0.0099
H 0.163225 -1.048125 1.357780 0.5 0.0 -0.3 0.0007
H -0.773665 -1.915695 0.136210 -0.3 -0.2 0.4 0.0028
H -1.477205 -0.645935 1.251960 -0.5 -0.2 -0.2 -0.0043
H -0.112525 0.983815 0.041720 0.0 0.7 -0.5 -0.0057
H -1.350205 0.177205 -1.035810 -0.3 0.6 0.2 0.0080
C 5.671315 -0.163625 -1.701120 -1.1 -0.4 0.7 0.0178
C 4.856065 -1.478865 -1.633700 3.3 -1.6 0.9 0.0024
C 5.355805 -2.449455 -0.467890 0.2 1.6 -0.4 -0.0011
O 3.510895 -1.199415 -1.559230 -1.9 0.3 -0.9 -0.0051
H 5.353775 0.479085 -0.880020 -0.3 0.0 0.2 -0.0003
H 5.320675 0.347405 -2.597780 0.8 0.2 -0.2 0.0018
H 6.742075 -0.260625 -1.521770 0.0 -0.2 -0.8 0.0001
H 5.061875 -2.094825 -2.509110 -0.4 0.3 -0.5 -0.0032
H 6.256615 -2.921375 -0.860230 -0.2 -0.4 0.1 0.0000
H 4.644225 -3.165605 -0.056920 -0.1 0.0 -0.6 0.0000
H 5.705015 -1.854735 0.376180 -0.1 0.2 0.1 -0.0001
H 3.387875 -0.858405 -0.670310 -0.7 0.5 0.9 0.0108
C -1.597015 0.930235 -4.701970 0.5 0.2 -1.1 0.0028
C -0.268695 0.194135 -5.197140 -3.2 0.5 -0.8 0.0080
C 0.173235 0.535275 -6.646080 -0.5 -0.3 1.1 -0.0009
O 0.732795 0.639935 -4.353360 1.9 -0.3 1.4 -0.0037
H -2.003085 0.628155 -3.736600 0.6 -0.4 0.1 0.0002
H -2.435425 0.835345 -5.392010 0.2 -0.3 -0.3 -0.0007
H -1.404445 2.001995 -4.653460 0.1 0.2 0.1 -0.0007
H -0.547855 -0.845845 -5.028000 1.0 -0.2 -0.1 -0.0035
H 1.210715 0.238665 -6.800210 -0.2 -0.9 -0.2 -0.0004
H 0.281315 1.608405 -6.803580 -0.8 0.1 0.1 0.0002
H -0.572165 0.072925 -7.293170 0.5 0.2 -0.5 0.0000
H 0.623365 1.592435 -4.402090 0.5 1.0 0.7 -0.0147
C -2.406125 -4.380875 -2.231540 -0.3 -0.8 -0.4 0.0001
C -2.601555 -3.000855 -2.879420 -2.0 -0.5 3.7 0.0012
C -3.448805 -2.094765 -1.875780 -0.6 0.2 -0.9 0.0000
O -1.326195 -2.470195 -2.866870 1.8 1.2 -1.6 0.0024
H -1.814845 -5.010155 -2.896750 0.3 0.1 0.0 0.0000
H -3.266505 -5.012005 -2.009030 -0.5 0.5 -0.1 0.0000
H -1.858055 -4.266265 -1.296350 0.0 0.1 0.0 -0.0001
H -3.064275 -3.068305 -3.864020 0.3 0.3 -0.1 0.0000
H -4.456565 -2.426675 -1.626070 0.0 -0.6 -0.3 -0.0001
H -3.633285 -1.090105 -2.256210 0.3 0.1 -0.5 0.0000
H -2.998305 -1.902575 -0.902020 0.6 -0.5 0.0 -0.0003
H -1.167485 -2.000395 -2.044860 0.1 0.3 0.2 -0.0032
C 1.613765 -4.657265 -3.627500 -0.2 -0.3 0.6 -0.0005
C 1.671695 -3.358565 -4.386080 -0.4 -0.6 -2.0 0.0075
C 0.774855 -3.442565 -5.713460 0.6 0.8 2.0 -0.0003
O 1.318285 -2.235895 -3.553330 1.7 0.6 -0.7 0.0333
H 2.196145 -4.641385 -2.706260 0.2 0.2 -0.1 -0.0003
H 2.024235 -5.449335 -4.253790 -0.2 -0.1 0.0 0.0000
H 0.603105 -4.914575 -3.310540 -0.2 0.0 -0.2 0.0001
H 2.693935 -3.308735 -4.761100 0.2 0.9 0.4 -0.0060
H 1.216425 -4.177915 -6.386050 -0.4 -0.1 0.1 0.0000
H 0.702515 -2.480415 -6.220540 0.4 0.1 0.0 0.0000
H -0.235885 -3.640655 -5.356720 -0.1 -0.6 -0.4 0.0007
H 0.405265 -2.376405 -3.292050 -1.0 0.1 0.5 0.0010
C 2.074725 1.180915 2.874760 0.5 -0.2 -0.6 -0.0003
C 3.366685 0.563655 2.281910 -1.4 -1.3 1.3 -0.0006
C 3.718015 -0.749965 3.055110 0.9 1.8 0.0 -0.0003
O 3.131405 0.195565 0.943310 0.3 0.2 -1.4 -0.0030
H 1.870005 2.135125 2.389310 0.4 0.5 0.6 -0.0003
H 2.191055 1.185385 3.958530 -0.3 0.6 -0.1 -0.0001
H 1.153145 0.656005 2.623280 0.2 -0.8 0.1 0.0008
H 4.138245 1.330875 2.346540 0.3 -0.2 -0.1 0.0006
H 3.742755 -0.469795 4.108200 -0.6 -0.5 0.3 0.0000
H 4.760985 -1.034035 2.915110 0.0 -0.2 -0.6 0.0001
H 3.051175 -1.556185 2.749440 0.0 0.1 0.3 0.0003
H 2.193165 0.289185 0.762920 -0.2 0.0 -0.2 0.0069
C -3.192845 -0.723575 5.374650 0.0 0.0 1.5 0.0004
C -3.079245 0.783195 5.135320 0.3 0.2 -2.5 0.0003
C -1.740305 0.919905 4.409110 1.2 1.4 -1.2 0.0009
C -1.537355 2.176135 3.515180 -1.3 0.0 -0.1 -0.0024
C -2.705505 2.270295 2.484670 1.2 -0.1 1.6 -0.0005
C -4.062225 2.203965 3.172810 -1.2 -0.6 -0.2 0.0005
N -4.149695 1.025745 4.099700 2.0 -0.1 -1.1 0.0003
O -5.365715 0.926935 4.751860 -1.1 0.3 0.1 0.0000
C -4.375365 3.431765 3.928750 -0.5 2.5 1.0 0.0003
C -5.136715 2.176325 2.039590 0.2 -1.5 0.7 -0.0004
C -3.060525 1.686275 6.370690 -0.8 -0.2 0.5 -0.0001
H -4.098955 -1.028895 5.897960 -0.2 0.2 -0.1 0.0001
H -2.385405 -0.978525 6.061040 0.2 -0.3 0.0 0.0000
H -3.103005 -1.314265 4.462990 0.1 0.3 0.0 0.0001
H -0.897385 1.058655 5.086120 -0.1 -0.9 0.6 0.0002
H -1.561785 0.068865 3.751870 0.0 -0.3 0.1 -0.0012
H -0.576875 2.125605 3.002320 0.0 -0.2 -0.1 0.0014
H -1.462605 3.067165 4.138550 -0.2 0.2 0.1 0.0002
H -2.542755 1.411515 1.833440 -0.4 0.1 -0.4 -0.0008
H -2.674775 3.224635 1.958930 0.1 -0.2 -0.4 -0.0005
H -3.672125 3.669845 4.726800 0.0 0.0 -0.1 0.0001
H -4.508075 4.317355 3.307290 0.9 0.2 -0.5 -0.0001
H -5.381635 3.496955 4.342620 -0.1 -1.0 0.5 -0.0001
H -4.912665 1.424435 1.282910 0.5 0.3 -0.3 0.0001
H -6.075555 1.776105 2.422360 -0.3 0.7 0.3 0.0000
H -5.224635 3.183515 1.632240 -0.2 -0.3 -0.2 0.0000
H -2.212405 2.363245 6.473090 0.4 -0.4 -0.3 0.0000
H -3.086275 1.009055 7.224400 0.0 0.4 0.3 -0.0001
H -3.900675 2.377975 6.432400 -0.4 -0.5 0.0 0.0002
H -5.713975 0.108475 4.390700 -0.3 -0.1 0.1 0.0000
C -1.117585 -4.503255 2.831650 1.7 0.5 0.6 -0.0004
C -0.191475 -4.490225 4.149790 -0.5 -0.5 -1.9 -0.0002
C -0.555255 -5.736445 4.952520 -1.4 0.3 -1.4 0.0002
C 0.308475 -5.993185 6.097660 0.7 -1.0 1.1 0.0001
C 1.729625 -6.225235 5.643870 -1.5 1.1 -0.1 0.0001
C 2.203505 -5.034225 4.764340 1.6 -0.9 0.1 -0.0003
N 1.254175 -4.641885 3.760300 -3.2 -1.3 -0.1 -0.0004
O 1.690175 -3.689295 2.828030 -0.1 0.1 0.8 -0.0002
C 2.758215 -3.946665 5.698040 0.4 -0.3 -0.3 0.0005
C 3.307445 -5.682105 3.921990 0.7 -0.2 -0.6 0.0000
C -0.479405 -3.277845 4.968790 0.3 1.7 0.8 -0.0006
H -0.913215 -3.672205 2.156600 0.2 0.5 0.4 0.0004
H -0.822215 -5.341215 2.200240 -0.5 -0.5 0.4 0.0000
H -2.174765 -4.424045 3.085000 0.1 -0.5 0.1 0.0000
H -1.604395 -5.740475 5.248140 -0.2 0.6 0.0 0.0000
H -0.540005 -6.572665 4.253520 0.4 -0.3 0.0 0.0000
H 0.381135 -5.236035 6.878390 -0.7 0.4 -0.1 0.0001
H -0.061135 -6.901815 6.572920 0.1 0.0 0.4 0.0000
H 1.734775 -7.134745 5.043150 0.5 -0.2 0.4 0.0000
H 2.235105 -6.207425 6.609410 1.1 -0.6 -0.6 0.0000
H 2.111825 -3.671915 6.531590 0.0 -0.1 -0.1 0.0001
H 3.051185 -3.042285 5.164770 0.0 0.1 -0.1 -0.0001
H 3.660555 -4.424715 6.079290 0.1 0.4 0.4 -0.0001
H 2.843735 -6.422765 3.270450 -0.2 0.2 -0.1 0.0000
H 4.040005 -6.280995 4.463090 0.2 0.4 0.5 0.0000
H 3.810815 -4.970785 3.267220 0.1 0.1 0.1 0.0000
H 0.290495 -3.096775 5.718830 -0.1 -0.3 0.3 0.0002
H -0.481925 -2.323125 4.442860 -0.1 0.0 -0.6 0.0000
H -1.440185 -3.299135 5.483140 0.0 -0.3 0.0 0.0001
H 1.572545 -2.875205 3.323030 0.2 0.8 -0.1 0.0000
C 0.173005 5.947405 -2.259800 -0.9 0.5 -0.6 -0.0003
C -0.921475 5.054275 -2.874710 -0.2 -1.0 1.2 -0.0027
C -2.275565 5.882605 -3.066120 1.2 0.7 -0.7 -0.0003
C -2.035705 6.891115 -4.252410 -0.4 -1.5 0.5 0.0001
C -1.792315 6.022915 -5.485430 0.3 0.6 0.1 0.0000
C -0.487805 5.182715 -5.386780 -0.1 0.3 -0.4 0.0009
N -0.426415 4.445745 -4.113510 -3.2 0.3 -1.5 -0.0010
O 0.672715 3.596245 -4.002640 -0.1 0.8 0.1 -0.0063
C -0.501905 4.193415 -6.542240 -0.4 0.2 -0.3 -0.0002
C 0.764695 6.068715 -5.615480 0.0 0.1 0.0 -0.0002
C -1.215485 3.828285 -1.972420 0.5 0.3 0.5 0.0055
H 1.052345 5.359995 -1.995610 0.0 0.2 0.3 -0.0011
H -0.246245 6.560245 -1.461830 0.3 -0.4 0.5 -0.0001
H 0.427615 6.699265 -3.006780 0.4 -0.1 -0.1 0.0003
H -3.148105 5.236505 -3.162750 0.2 -0.3 -0.9 -0.0002
H -2.593025 6.421075 -2.173160 0.9 0.1 0.4 0.0001
H -1.147055 7.493335 -4.063400 0.1 0.0 0.2 0.0000
H -2.823925 7.625405 -4.418630 -0.3 -0.3 0.1 0.0000
H -1.733385 6.707615 -6.331490 0.5 -0.1 -0.3 0.0000
H -2.653295 5.403495 -5.736660 0.0 -0.3 0.4 0.0000
H -0.701805 4.806965 -7.420710 0.4 -0.1 -0.3 0.0001
H 0.454975 3.677945 -6.624520 -0.1 0.0 -0.2 -0.0001
H -1.331215 3.486165 -6.530640 0.1 -0.1 0.5 0.0001
H 1.528925 5.690305 -4.936610 0.5 0.4 -0.3 0.0001
H 1.119115 5.996595 -6.643730 0.1 -0.3 0.1 0.0000
H 0.672635 7.145695 -5.475010 -0.3 -0.1 0.5 0.0000
H -1.260175 4.152835 -0.932820 -0.8 0.0 0.1 -0.0001
H -0.415475 3.089205 -1.929530 0.4 0.2 -0.4 0.0005
H -2.077475 3.265615 -2.330850 -0.3 0.3 0.3 0.0003
H 1.369955 4.251895 -3.927930 1.1 -0.4 0.1 0.0006
```
Forces are in eV/Å.

Properties
- maximum force (eV Å⁻¹) = 4.6
- net charge = +1
- LUMO energy (alpha / beta) (eV) = -4.81 / -2.73
- spin multiplicity = 3
- total energy (eV) = -100057.0887
- M (g/mol) = 913.32